Version a
C4H13NO3 | the ωB97M-V functional and the def2-TZVPD basis

Summary:
Orbital gap: 0.3891 Ha
SMILES: CCCC(N)=O.O.O
Charge: 0
Spin multiplicity: 1

Each line ends with the Mulliken charge.
Geometry (Å):
C1 -1.539 0.917 0.338  -1.34
C2 -0.314 0.074 0.185  0.04
C3 0.809 -0.127 1.247  -0.53
C4 1.803 -1.040 0.529  0.52
N1 2.188 -2.057 1.421  -0.38
O1 2.323 -0.877 -0.566  -0.60
H1 -2.151 0.907 -0.620  0.32
H2 -1.402 1.963 0.627  0.26
H3 -2.329 0.552 1.058  0.35
H4 -0.673 -0.933 -0.070  0.26
H5 0.288 0.738 -0.758  0.05
H6 1.422 0.815 1.183  0.17
H7 0.460 -0.430 2.199  0.44
H8 1.509 -2.281 2.089  0.19
H9 2.785 -2.663 1.154  0.20
H10 -0.818 -2.141 -3.033  0.29
H11 -1.939 -1.405 -2.492  0.31
O2 -1.331 -2.122 -2.287  -0.60
H12 -1.097 3.465 -0.619  0.37
H13 0.200 2.890 -0.634  0.34
O3 -0.193 3.756 -0.953  -0.66


Version b
C4H13NO3 | the ωB97M-V functional and the def2-TZVPD basis

Summary:
Orbital gap: 0.3554 Ha
SMILES: CCNCC=O.O.O
Charge: 0
Spin multiplicity: 1

Each line ends with the Mulliken charge.
Geometry (Å):
C1 -1.882 -1.256 0.487  -0.71
C2 -0.590 -2.032 0.181  -0.50
N1 0.127 -1.531 -0.996  -0.41
C3 0.352 -0.100 -1.027  0.05
C4 1.733 0.216 -1.558  -0.21
O1 2.705 0.245 -0.835  -0.50
H1 -1.637 -0.293 0.931  0.05
H2 -2.519 -1.830 1.165  0.37
H3 -2.429 -1.092 -0.449  0.27
H4 -0.866 -3.047 -0.071  0.38
H5 0.084 -1.989 1.037  0.27
H6 -0.316 -1.829 -1.855  0.27
H7 -0.360 0.446 -1.656  0.33
H8 0.377 0.344 -0.037  0.03
H9 1.942 0.526 -2.602  0.37
H10 -1.438 2.146 0.941  0.30
H11 -1.210 2.573 2.417  0.32
O2 -1.550 1.853 1.859  -0.67
H12 2.732 2.698 0.150  0.31
H13 2.552 1.529 1.012  0.32
O3 2.193 2.423 0.904  -0.64


version b is the most stable structure; the next one sits 11.8 kcal/mol above it.


Version a
C4H13NO3 | the ωB97M-V functional and the def2-TZVPD basis

Summary:
Orbital gap: 0.3444 Ha
SMILES: CNCCC=O.O.O
Charge: 0
Spin multiplicity: 1

Each line ends with the Mulliken charge.
Geometry (Å):
C1 1.599 1.834 1.275  -0.93
N1 1.219 0.422 1.382  -0.32
C2 -0.109 0.090 1.907  -0.90
C3 -1.280 0.481 1.004  -0.40
C4 -1.313 -0.242 -0.319  0.60
O1 -1.950 0.177 -1.255  -0.54
H1 2.597 1.880 0.858  0.37
H2 1.625 2.202 2.304  0.31
H3 0.845 2.439 0.760  0.30
H4 1.353 -0.070 0.509  0.22
H5 -0.233 0.423 2.935  0.43
H6 -0.004 -1.001 1.943  0.34
H7 -2.196 0.186 1.544  0.33
H8 -1.379 1.568 1.022  0.31
H9 -0.452 -0.926 -0.431  -0.06
H10 0.945 -2.398 -1.809  0.31
H11 -0.275 -2.958 -1.121  0.32
O2 0.570 -2.541 -0.931  -0.68
H12 1.247 0.232 -1.752  0.30
H13 0.346 0.780 -2.806  0.29
O3 0.650 -0.060 -2.449  -0.60


Version b
C4H13NO3 | the ωB97M-V functional and the def2-TZVPD basis

Summary:
Orbital gap: 0.2215 Ha
Charge: 0
Spin multiplicity: 1

Each line ends with the Mulliken charge.
Geometry (Å):
C1 -1.169 0.466 0.047  0.19
N1 -0.309 -0.449 -0.503  -0.01
C2 0.788 -0.768 0.189  -0.33
C3 0.660 -1.148 1.643  -0.91
C4 -2.347 -0.476 -3.126  -0.82
O1 -2.354 0.572 -0.023  -0.46
H1 -0.588 1.279 0.587  0.47
H2 1.319 -1.510 -0.408  0.45
H3 1.623 0.105 0.222  0.31
H4 0.156 -0.295 2.108  0.23
H5 1.670 -1.220 2.029  0.33
H6 0.093 -2.029 1.947  0.34
H7 -2.423 -0.146 -2.094  0.04
H8 -3.356 -0.609 -3.514  0.33
H9 -1.877 0.236 -3.796  0.24
H10 -1.865 -1.449 -3.165  0.23
H11 0.693 2.162 2.334  0.32
O2 0.911 2.090 1.400  -0.74
H12 1.835 1.588 1.355  0.36
H13 3.659 1.066 1.275  0.21
O3 2.882 0.538 1.495  -0.80


version a is the most stable structure; the next one sits 105.4 kcal/mol above it.


Version a
C4H13NO3 | the ωB97M-V functional and the def2-TZVPD basis

Summary:
Orbital gap: 0.3825 Ha
SMILES: CCCNC=O.O.O
Charge: 0
Spin multiplicity: 1

Each line ends with the Mulliken charge.
Geometry (Å):
C1 -1.512 1.603 -0.693  -0.05
N1 -0.838 0.830 -1.572  -0.09
C2 -0.642 -0.577 -1.323  -0.41
C3 0.592 -1.181 -1.959  -0.47
C4 1.906 -0.420 -1.745  -1.00
O1 -2.067 1.185 0.301  -0.57
H1 -1.624 2.631 -1.053  0.36
H2 -0.542 1.235 -2.440  0.26
H3 -0.628 -0.744 -0.241  0.14
H4 -1.567 -1.150 -1.484  0.32
H5 0.699 -2.144 -1.438  0.28
H6 0.422 -1.502 -2.986  0.34
H7 2.635 -0.826 -2.438  0.33
H8 2.166 -0.381 -0.692  0.30
H9 1.734 0.636 -1.977  0.27
H10 -0.413 2.072 2.916  0.32
H11 0.836 1.402 3.383  0.32
O2 0.500 2.261 3.103  -0.64
H12 -0.562 -1.516 3.320  0.32
H13 -0.834 -1.964 4.796  0.31
O3 -0.261 -1.450 4.225  -0.63


Version b
C4H13NO3 | the ωB97M-V functional and the def2-TZVPD basis

Summary:
Orbital gap: 0.3512 Ha
SMILES: CN[C@@H](C)C=O.O.O
Charge: 0
Spin multiplicity: 1

Each line ends with the Mulliken charge.
Geometry (Å):
C1 0.860 1.099 -0.573  -0.57
N1 -0.531 1.545 -0.369  -0.42
C2 -1.148 -0.626 0.791  -1.17
C3 -1.269 0.894 0.712  0.31
C4 -0.837 1.424 2.070  -0.09
O1 -1.563 1.470 3.021  -0.47
H1 0.915 0.032 -0.817  -0.06
H2 1.288 1.685 -1.378  0.36
H3 1.416 1.292 0.345  0.27
H4 -1.035 1.338 -1.226  0.28
H5 -1.792 -0.969 1.604  0.44
H6 -1.416 -1.146 -0.102  0.32
H7 -0.127 -0.909 1.068  0.17
H8 -2.308 1.202 0.568  0.36
H9 0.231 1.730 2.079  0.25
H10 -0.361 -2.242 -3.254  0.31
H11 -0.161 -1.075 -2.346  0.29
O2 0.024 -2.026 -2.393  -0.60
H12 2.831 -1.380 -0.657  0.32
H13 2.055 -1.816 0.569  0.31
O3 2.929 -1.524 0.289  -0.64


version a is the most stable structure; the next one sits 19.7 kcal/mol above it.